Density functional theory data (the ωB97M-V functional and the def2-TZVPD basis) for one molecule with the formula C7H10.

Values from the calculation:
- Gap between HOMO and LUMO: 8.554 eV
- HOMO level: -8.7 eV
- Energy above the lowest of the compared OMol25 structures with the same formula, charge and spin: 5.502 eV
- F_max: 0.4 eV/A
- 2S+1: 1

CARTESIAN COORDINATES (ANGSTROEM)
C  0.62  0.50  1.65
C  1.59  -0.03  0.63
C  0.13  0.11  0.29
C  -0.33  1.18  -0.69
C  -1.81  1.22  -0.82
C  -0.48  -1.99  -0.90
C  -0.69  -1.14  0.10
H  0.66  1.56  1.88
H  0.36  -0.13  2.50
H  2.30  0.66  0.19
H  1.97  -1.04  0.77
H  -0.20  2.21  -0.28
H  0.25  1.16  -1.62
H  -2.02  1.68  -1.81
H  0.36  -1.86  -1.58
H  -1.15  -2.83  -1.09
H  -1.56  -1.26  0.76